{
  "formula": "C34H35F5MnN4O4S2",
  "method": "the ωB97M-V functional and the def2-TZVPD basis",
  "homo_energy_ha": [-0.0549, -0.0354],
  "spin_multiplicity": 2,
  "s_squared": 0.76,
  "total_charge": -2,
  "gap_ev": [5.53, 5.00],
  "symbols": ["Mn", "S", "S", "F", "F", "F", "F", "F", "O", "O", "O", "O", "N", "N", "N", "N", "C", "C", "C", "C", "C", "C", "C", "C", "C", "C", "C", "C", "C", "C", "C", "C", "C", "C", "C", "C", "C", "C", "C", "C", "C", "C", "C", "C", "C", "C", "C", "C", "C", "C", "H", "H", "H", "H", "H", "H", "H", "H", "H", "H", "H", "H", "H", "H", "H", "H", "H", "H", "H", "H", "H", "H", "H", "H", "H", "H", "H", "H", "H", "H", "H", "H", "H", "H", "H"],
  "coordinates": [[0.655, 0.619, 0.974], [2.388, -0.665, -1.662], [0.668, -0.832, 3.000], [3.925, 3.463, 2.087], [3.144, 3.005, 0.133], [2.025, 2.030, 3.313], [3.423, 0.938, 1.996], [1.921, 4.068, 1.572], [-4.859, -4.233, 5.079], [-3.981, -5.739, 3.719], [-0.876, 1.686, 3.430], [0.474, 2.301, -1.571], [2.059, 0.352, -0.550], [-3.899, 0.281, 0.382], [-0.638, 1.819, 2.068], [0.133, 2.217, -0.322], [-2.238, -1.447, -1.819], [-1.585, -1.610, 4.347], [-0.905, 2.981, 1.599], [-2.636, -2.456, 4.649], [4.770, -1.605, -2.732], [2.561, 0.938, -3.956], [0.584, -0.414, -3.625], [-0.579, 3.183, 0.196], [-0.400, -2.883, -1.373], [-0.716, -1.850, 3.264], [-4.831, -0.662, -0.195], [2.227, 1.717, 1.954], [6.915, -0.623, -2.271], [-1.028, 4.372, -0.583], [4.927, 0.337, -1.307], [-2.050, -3.833, 2.789], [0.037, 0.109, -4.790], [-0.596, -0.735, -0.100], [-2.877, -3.594, 3.889], [2.800, 3.055, 1.442], [4.175, -0.624, -1.957], [-3.494, -0.172, 1.703], [1.846, 0.002, -3.229], [6.310, 0.338, -1.476], [-3.987, -4.500, 4.290], [0.035, -1.963, -0.426], [-1.816, -0.563, -0.817], [6.150, -1.600, -2.896], [-1.005, -2.989, 2.480], [2.005, 1.455, -5.121], [-2.756, 0.587, -0.503], [-1.546, -2.615, -2.114], [0.751, 1.035, -5.538], [-1.473, 4.075, 2.450], [7.992, -0.625, -2.389], [-2.074, 4.620, -0.383], [0.020, -1.103, -3.006], [-3.288, -2.248, 5.489], [0.165, -3.795, -1.551], [4.430, 1.040, -0.648], [0.954, -2.205, 0.108], [-2.773, 0.515, 2.137], [-0.342, 0.868, 3.614], [-0.426, 5.263, -0.364], [6.626, -2.363, -3.500], [0.317, 1.448, -6.441], [-3.180, -5.823, 3.187], [-3.141, -1.213, -2.379], [-0.905, 4.142, -1.640], [2.551, 2.196, -5.692], [-2.190, 1.387, -0.040], [-1.382, 5.038, 1.952], [-0.954, -0.200, -5.097], [-3.032, -1.168, 1.686], [-2.528, 3.890, 2.671], [-4.376, -0.216, 2.350], [-5.699, -0.761, 0.463], [-5.178, -0.300, -1.168], [-4.407, -1.669, -0.341], [-3.198, 0.975, -1.430], [3.532, 1.276, -3.616], [-1.408, -0.732, 4.957], [-0.945, 4.100, 3.403], [-1.886, -3.286, -2.896], [-2.231, -4.668, 2.114], [6.908, 1.086, -0.970], [2.150, 1.319, -0.861], [-0.400, -3.178, 1.612], [4.159, -2.366, -3.206]],
  "lowdin_spin": [1.04, 0.00, 0.01, 0.00, 0.00, 0.00, 0.00, 0.00, 0.00, 0.00, 0.01, -0.01, 0.01, 0.00, 0.00, -0.01, 0.00, 0.00, -0.01, 0.00, 0.00, 0.00, 0.00, 0.00, 0.00, 0.00, 0.00, -0.01, 0.00, 0.00, 0.00, 0.00, 0.00, -0.01, 0.00, 0.00, 0.00, 0.00, 0.00, 0.00, 0.00, 0.00, 0.00, 0.00, 0.00, 0.00, 0.00, 0.00, 0.00, 0.00, 0.00, 0.00, 0.00, 0.00, 0.00, 0.00, 0.00, 0.00, 0.00, 0.00, 0.00, 0.00, 0.00, 0.00, 0.00, 0.00, 0.00, 0.00, 0.00, 0.00, 0.00, 0.00, 0.00, 0.00, 0.00, 0.00, 0.00, 0.00, 0.00, 0.00, 0.00, 0.00, 0.00, 0.00, 0.00]
}

---

{
  "formula": "C34H35N5O3PRuS",
  "method": "the ωB97M-V functional and the def2-TZVPD basis",
  "homo_energy_ha": [-0.4865, -0.4887],
  "spin_multiplicity": 2,
  "s_squared": 0.77,
  "total_charge": 2,
  "gap_ev": [7.44, 7.89],
  "symbols": ["Ru", "S", "P", "O", "O", "O", "N", "N", "N", "N", "N", "C", "C", "C", "C", "C", "C", "C", "C", "C", "C", "C", "C", "C", "C", "C", "C", "C", "C", "C", "C", "C", "C", "C", "C", "C", "C", "C", "C", "C", "C", "C", "C", "C", "C", "H", "H", "H", "H", "H", "H", "H", "H", "H", "H", "H", "H", "H", "H", "H", "H", "H", "H", "H", "H", "H", "H", "H", "H", "H", "H", "H", "H", "H", "H", "H", "H", "H", "H", "H"],
  "coordinates": [[0.240, -0.300, -0.250], [-3.050, -2.646, 2.189], [-1.735, 1.277, -0.062], [-1.937, 1.973, 1.364], [-2.118, 2.534, -0.993], [-2.986, 0.305, -0.151], [0.120, 0.700, -2.436], [2.051, 1.432, -0.584], [-1.112, -1.107, 1.511], [2.355, -1.366, -0.860], [1.730, -0.247, 1.583], [-1.279, -3.608, -2.821], [-1.333, 0.543, 4.815], [-1.875, -2.060, 1.054], [-4.280, 0.637, 0.396], [3.637, -3.325, -1.334], [2.903, 1.175, 3.079], [-1.440, -0.730, 2.799], [-2.340, -0.250, 5.375], [-2.708, 2.427, -2.298], [-2.422, -3.967, -2.118], [2.865, 0.198, 4.059], [4.536, -1.165, -1.782], [3.264, 0.897, -1.213], [1.741, -1.212, 2.506], [-2.640, -3.459, -0.852], [1.450, 2.450, -1.446], [-0.592, -2.169, -1.010], [2.325, 0.914, 1.844], [-0.869, 0.305, 3.539], [-1.514, 3.314, 1.656], [0.812, 2.439, -3.897], [2.292, -1.031, 3.759], [2.294, 1.966, 0.762], [4.673, -2.540, -1.820], [-0.629, 0.186, -3.415], [-2.928, -1.268, 4.652], [0.805, 1.828, -2.654], [3.366, -0.608, -1.276], [-2.482, -1.490, 3.354], [0.029, 1.911, -4.914], [2.498, -2.698, -0.873], [-0.724, 0.775, -4.663], [-0.370, -2.713, -2.264], [-1.719, -2.576, -0.286], [3.320, 1.258, -2.243], [4.153, 1.272, -0.697], [-2.042, 4.031, 1.032], [-2.671, -0.056, 6.386], [0.515, -2.446, -2.831], [-1.952, 2.605, -3.061], [3.292, 0.384, 5.035], [-0.097, 0.919, 3.093], [-0.916, 1.356, 5.396], [3.221, 2.548, 0.807], [-3.714, -1.873, 5.082], [-4.214, 0.719, 1.479], [-3.473, 3.198, -2.361], [-4.943, -0.179, 0.123], [1.663, -3.275, -0.500], [1.294, -2.156, 2.219], [1.405, 3.327, -4.072], [5.333, -0.523, -2.136], [-1.175, -0.716, -3.175], [1.476, 2.649, 1.004], [-4.659, 1.571, -0.019], [-1.756, 3.490, 2.701], [3.713, -4.403, -1.310], [0.647, 2.947, -0.894], [-1.376, 0.353, -5.415], [-3.129, -4.659, -2.555], [5.576, -2.991, -2.209], [0.002, 2.381, -5.888], [2.174, 3.214, -1.749], [-3.166, 1.449, -2.451], [3.365, 2.134, 3.276], [-3.525, -3.746, -0.296], [-0.438, 3.433, 1.513], [2.276, -1.832, 4.484], [-1.086, -4.034, -3.797]],
  "lowdin_spin": [0.92, 0.00, -0.01, 0.00, -0.01, 0.00, 0.00, 0.04, 0.03, 0.00, 0.07, 0.00, 0.00, 0.00, 0.00, 0.00, 0.00, 0.00, 0.00, 0.00, 0.01, 0.00, 0.00, 0.00, 0.00, 0.00, 0.00, -0.05, 0.01, 0.00, 0.00, 0.00, 0.00, 0.00, 0.00, 0.00, 0.00, 0.00, 0.00, 0.00, 0.00, 0.00, 0.00, 0.00, 0.00, 0.00, 0.00, 0.00, 0.00, 0.00, 0.00, 0.00, 0.00, 0.00, 0.00, 0.00, 0.00, 0.00, 0.00, 0.00, 0.00, 0.00, 0.00, 0.00, 0.00, 0.00, 0.00, 0.00, 0.00, 0.00, 0.00, 0.00, 0.00, 0.00, 0.00, 0.00, 0.00, 0.00, 0.00, 0.00]
}

---

{
  "formula": "C34H36BCrN10O6S2",
  "method": "the ωB97M-V functional and the def2-TZVPD basis",
  "homo_energy_ha": [-0.3092, -0.3085],
  "spin_multiplicity": 2,
  "s_squared": 0.76,
  "gap_ev": [7.69, 8.19],
  "symbols": ["Cr", "S", "S", "O", "O", "O", "O", "O", "O", "N", "N", "N", "N", "N", "N", "N", "N", "N", "N", "C", "C", "C", "C", "C", "C", "C", "C", "C", "C", "C", "C", "C", "C", "C", "C", "C", "C", "C", "C", "C", "C", "C", "C", "C", "C", "C", "C", "C", "C", "C", "C", "C", "C", "B", "H", "H", "H", "H", "H", "H", "H", "H", "H", "H", "H", "H", "H", "H", "H", "H", "H", "H", "H", "H", "H", "H", "H", "H", "H", "H", "H", "H", "H", "H", "H", "H", "H", "H", "H", "H"],
  "coordinates": [[-0.610, 0.189, -0.482], [0.779, -2.629, 0.791], [2.450, 0.340, 2.120], [2.824, 1.541, 1.334], [-3.813, -1.263, 1.516], [2.121, -2.096, 0.769], [-0.039, 0.144, -3.693], [0.466, -3.540, 1.867], [-2.474, -0.124, 0.130], [-0.807, 2.868, -1.734], [1.298, 0.710, -1.087], [-0.312, 1.644, 0.881], [-0.312, -1.430, 0.744], [1.496, 2.003, -1.428], [0.206, 2.826, 0.507], [-2.381, -2.936, -1.206], [-2.199, -2.568, -3.493], [-1.382, 1.667, -1.648], [-1.097, -1.174, -2.115], [0.383, -5.783, -1.715], [0.438, 3.576, 1.587], [1.193, -3.962, -3.035], [3.170, 2.588, 5.434], [1.891, 0.196, 4.841], [4.075, -1.721, 3.085], [5.013, -0.296, 1.386], [1.020, -6.231, -4.113], [-0.421, 1.654, 2.209], [1.123, -3.124, -1.933], [2.457, 0.082, -1.290], [3.982, -0.622, 2.246], [2.542, 1.866, 6.441], [2.748, 2.176, -1.860], [-1.459, -1.711, -4.387], [3.169, 2.110, 4.133], [-2.951, -3.737, -3.884], [0.038, 2.868, 2.709], [0.292, -4.945, -0.615], [6.271, -2.168, 2.212], [-1.914, -2.228, -2.225], [-1.557, 3.687, -2.483], [-0.759, -0.774, -3.398], [6.161, -1.076, 1.365], [3.405, 0.965, -1.798], [0.851, -5.309, -2.938], [-2.672, 2.985, -2.900], [0.680, -3.618, -0.716], [5.226, -2.490, 3.069], [-1.471, -1.700, 1.602], [1.899, 0.673, 6.144], [2.536, 0.914, 3.847], [-2.718, -0.967, 1.072], [-2.514, 1.716, -2.342], [0.510, 3.094, -0.986], [0.111, -6.827, -1.613], [7.166, -2.777, 2.203], [3.099, 3.145, -2.170], [1.902, -6.859, -3.974], [0.878, 4.554, 1.506], [0.161, -6.892, -4.231], [-0.042, -5.312, 0.347], [4.895, 0.562, 0.736], [-3.942, -3.726, -3.426], [1.390, 0.118, 6.921], [-3.082, -3.728, -4.963], [5.301, -3.349, 3.723], [1.414, -2.091, -2.023], [3.654, 3.530, 5.658], [-2.433, -4.657, -3.596], [6.962, -0.831, 0.680], [0.092, 3.176, 3.737], [1.160, -5.672, -5.038], [-2.109, -1.148, -5.059], [-2.196, -2.597, -0.279], [1.551, -3.565, -3.978], [-0.829, 0.811, 2.741], [2.532, 2.243, 7.456], [-0.725, -2.265, -4.977], [-1.298, -1.368, 2.633], [-1.690, -2.768, 1.688], [1.378, -0.727, 4.591], [2.611, -0.931, -0.973], [-1.264, 4.706, -2.665], [3.252, -1.988, 3.734], [-3.157, -3.560, -1.333], [4.425, 0.750, -2.061], [-3.481, 3.343, -3.511], [0.945, 4.186, -1.174], [3.635, 2.655, 3.322], [-3.169, 0.862, -2.397]],
  "lowdin_spin": [0.96, 0.00, 0.00, 0.00, 0.00, 0.00, 0.00, 0.00, 0.00, 0.00, 0.00, 0.00, 0.01, 0.00, 0.00, 0.00, 0.00, 0.00, 0.00, 0.00, 0.00, 0.00, 0.00, 0.00, 0.00, 0.00, 0.00, 0.00, 0.00, 0.00, 0.00, 0.00, 0.00, 0.00, 0.00, 0.00, 0.00, 0.00, 0.00, 0.00, 0.00, 0.00, 0.00, 0.00, 0.00, 0.00, 0.00, 0.00, 0.00, 0.00, 0.00, 0.00, 0.00, 0.00, 0.00, 0.00, 0.00, 0.00, 0.00, 0.00, 0.00, 0.00, 0.00, 0.00, 0.00, 0.00, 0.00, 0.00, 0.00, 0.00, 0.00, 0.00, 0.00, 0.00, 0.00, 0.00, 0.00, 0.00, 0.00, 0.00, 0.00, 0.00, 0.00, 0.00, 0.00, 0.00, 0.00, 0.00, 0.00, 0.00]
}

---

Looking at energy above the lowest of the compared OMol25 structures with the same formula, charge and spin for the records above, in order, we have 0.01, 0.00, 0.87 kcal per mole.